Formula: C36H84O26PS10Tl
Source: the OMol25 dataset
Level of theory: wB97M-V/def2-TZVPD

LUMO level (eV): -4.1
HOMO-LUMO gap (Ha): 0.1567

Element x y z (Å)
Tl 2.418 1.900 0.685
P 0.093 -0.017 0.111
O 0.624 0.010 1.527
O -0.227 1.486 -0.166
O -1.106 -0.942 -0.301
O 1.399 -0.259 -0.713
C -3.435 4.180 0.564
C -2.073 4.051 -0.230
C -2.278 3.580 -1.730
O -1.493 4.474 -2.485
C -1.098 5.554 -1.744
O -0.423 6.591 -2.106
O -1.412 5.313 -0.440
H -3.571 3.715 1.540
H -4.363 3.722 0.223
H -3.722 5.226 0.672
H -1.377 3.423 0.327
H -3.312 3.530 -2.072
H -1.844 2.592 -1.581
C 1.097 -3.627 -1.865
C 0.303 -3.258 -3.117
C 0.622 -1.858 -3.623
O 0.753 -2.126 -5.009
C 0.781 -3.405 -5.217
O 1.037 -3.805 -6.340
O 0.514 -4.105 -4.178
H 2.128 -3.788 -2.179
H 0.706 -4.479 -1.309
H 1.259 -2.864 -1.103
H -0.780 -3.186 -3.014
H 1.446 -1.321 -3.152
H -0.205 -1.180 -3.411
C -4.191 -3.560 -0.199
C -2.903 -3.757 -0.910
C -1.656 -3.960 -0.111
O -1.452 -5.357 -0.205
C -2.049 -5.789 -1.251
O -1.624 -6.780 -1.781
O -2.968 -4.996 -1.665
H -4.038 -2.914 0.666
H -4.578 -4.524 0.133
H -4.901 -3.058 -0.857
H -2.850 -2.946 -1.636
H -1.604 -3.740 0.956
H -0.878 -3.435 -0.665
C -4.653 0.518 -1.141
C -3.515 0.522 -2.152
C -3.263 -0.779 -2.940
O -2.746 -0.242 -4.179
C -3.015 1.032 -4.377
O -2.710 1.786 -5.355
O -3.699 1.384 -3.315
H -5.515 0.129 -1.682
H -4.797 1.572 -0.902
H -4.294 -0.081 -0.303
H -2.546 0.936 -1.872
H -4.085 -1.475 -2.771
H -2.406 -1.162 -2.387
C 4.364 -2.416 1.720
S 5.340 -1.217 0.669
O 4.699 0.125 1.111
C 4.610 -1.678 -0.980
H 4.743 -2.246 2.727
H 4.781 -3.373 1.405
H 3.297 -2.359 1.500
H 4.631 -2.767 -1.031
H 5.104 -1.196 -1.823
H 3.555 -1.406 -0.976
C 2.042 -0.881 5.038
S 3.235 0.437 4.701
O 2.871 1.105 3.419
C 2.646 1.736 5.905
H 2.244 -1.427 5.960
H 2.308 -1.556 4.224
H 0.998 -0.573 4.977
H 3.418 1.773 6.673
H 1.693 1.426 6.334
H 2.566 2.631 5.288
C 3.511 -5.874 4.606
S 1.847 -5.024 4.674
O 1.788 -3.869 5.690
C 1.824 -4.414 2.864
H 3.866 -6.178 3.621
H 3.768 -6.631 5.347
H 4.265 -5.091 4.681
H 1.913 -3.328 2.843
H 0.773 -4.498 2.586
H 2.519 -4.989 2.252
C -5.189 -4.127 -6.591
S -4.623 -3.316 -5.001
O -4.726 -4.258 -3.824
C -2.787 -3.079 -5.338
H -4.746 -3.579 -7.423
H -6.277 -4.182 -6.559
H -4.853 -5.164 -6.560
H -2.666 -2.334 -6.125
H -2.351 -3.978 -5.774
H -2.307 -2.566 -4.505
C 0.905 1.626 -3.514
S 1.751 3.204 -3.201
O 2.745 3.106 -2.036
C 3.002 3.243 -4.660
H 0.325 1.784 -4.423
H 0.149 1.468 -2.746
H 1.701 0.886 -3.422
H 2.720 3.777 -5.566
H 3.032 2.167 -4.835
H 3.968 3.625 -4.329
C -1.668 -2.134 3.120
S -3.227 -3.093 3.565
O -3.464 -4.362 2.712
C -2.695 -3.760 5.181
H -1.818 -1.612 2.175
H -0.731 -2.684 3.024
H -1.483 -1.397 3.901
H -2.001 -4.547 4.885
H -3.502 -4.331 5.642
H -2.447 -3.031 5.952
C -0.856 3.153 3.915
S 0.774 3.997 3.661
O 1.141 3.907 2.226
C 0.221 5.656 4.122
H -0.626 2.103 3.737
H -1.688 3.433 3.268
H -1.138 3.138 4.968
H 0.102 5.800 5.196
H -0.718 5.815 3.593
H 1.098 6.274 3.929
C 6.272 1.681 -2.986
S 6.104 2.681 -1.452
O 4.942 1.991 -0.741
C 7.871 2.287 -0.886
H 5.377 1.879 -3.576
H 6.218 0.612 -2.778
H 7.197 1.871 -3.530
H 8.005 2.673 0.125
H 8.625 2.501 -1.644
H 7.875 1.221 -0.659
C -3.981 1.047 3.244
S -5.784 1.127 3.872
O -5.923 2.620 3.937
C -6.707 0.656 2.300
H -3.223 1.347 3.967
H -3.858 1.781 2.447
H -3.781 0.034 2.893
H -6.475 1.353 1.495
H -7.786 0.762 2.416
H -6.494 -0.361 1.971
C 4.165 6.423 1.630
S 3.981 5.608 0.018
O 3.100 4.391 0.278
C 3.069 6.948 -0.964
H 3.324 6.130 2.258
H 4.136 7.507 1.521
H 5.039 6.082 2.185
H 3.792 7.757 -1.069
H 2.338 7.409 -0.299
H 2.788 6.659 -1.977